ORCA calculation (ωB97M-V/def2-TZVPD) on a structure of composition C22H22FN3ORe at a distorted geometry.

* E_tot: -1269.17128 Ha
* relative energy (zero: lowest compared OMol25 entry of this formula, charge and spin): 0.853 eV
* Kohn-Sham gap (alpha / beta): 6.1 / 5.4 eV

The geometry in ORCA input format:
```
! wB97M-V def2-TZVPD RIJCOSX def2/J DEFGRID3
* xyz 0 2
Re 0.017 1.350 -0.523
F 0.009 1.581 -2.463
O -1.072 2.756 3.132
N 0.060 1.753 1.400
N -1.983 1.681 -0.143
N 2.053 1.805 -0.275
C -0.324 -5.452 -2.185
C -0.134 -3.124 -0.632
C 0.628 -4.491 -2.477
C 4.047 2.837 -1.101
C 2.362 2.253 0.971
C -1.044 2.253 2.012
C 1.404 -1.763 0.800
C 0.720 -3.346 -1.710
C 4.372 3.287 0.175
C -1.032 -1.718 1.283
C -0.182 -0.670 -0.784
C -2.217 2.209 1.099
C -4.204 2.299 -0.770
C 1.342 1.974 2.043
C -1.093 -4.089 -0.357
C -4.440 2.855 0.491
C -2.986 1.718 -1.036
C 2.898 2.099 -1.280
C -1.183 -5.242 -1.122
C 0.007 -1.826 0.150
C 3.508 2.983 1.219
C -3.428 2.796 1.430
H -1.941 -5.976 -0.890
H 2.176 -1.912 0.054
H -5.386 3.317 0.721
H -0.609 -0.961 -1.749
H -1.790 -3.965 0.456
H 1.290 -4.632 -3.320
H 2.610 1.727 -2.255
H -0.400 -6.347 -2.787
H -3.540 3.208 2.421
H 5.261 3.870 0.349
H -2.039 -1.754 0.876
H -2.768 1.257 -1.990
H 1.461 -2.601 -1.958
H 1.538 -0.781 1.242
H -0.905 -0.771 1.802
H 4.682 3.069 -1.941
H -4.971 2.316 -1.528
H 1.502 -2.525 1.571
H 1.641 1.089 2.625
H 3.716 3.321 2.223
H 1.265 2.815 2.745
H -0.894 -2.533 1.990
*
```



ORCA calculation (ωB97M-V/def2-TZVPD) on the molecule C22H22N4O2S at a distorted geometry.

* structure (SMILES): Cc1ccc(C)c(S(=O)(=O)[C@@H](C#N)c2nc3ccccc3nc2N2CCCC2)c1
* E_tot: -1619.21737 Ha
* relative energy (zero: lowest compared OMol25 entry of this formula, charge and spin): 1.489 eV
* Kohn-Sham gap: 7.8 eV

The geometry in ORCA input format:
```
! wB97M-V def2-TZVPD RIJCOSX def2/J DEFGRID3
* xyz 0 1
S 0.047 2.420 0.360
O 0.679 1.843 1.514
O 0.209 3.835 0.168
N 2.819 2.509 -2.216
N 2.909 -0.310 0.097
N -0.559 -0.410 -1.050
N 1.493 -2.044 -0.206
C -4.190 0.812 0.336
C -1.202 -4.447 -0.549
C -1.672 1.898 0.339
C -2.083 -2.255 -1.021
C -2.276 -3.602 -0.873
C 1.890 2.069 -1.709
C -2.278 3.484 -1.544
C 0.058 -3.948 -0.356
C -0.799 -1.720 -0.831
C 0.622 0.087 -0.807
C 1.681 -0.730 -0.267
C -3.565 -0.827 2.146
C 0.685 1.536 -1.174
C 0.283 -2.563 -0.471
C -3.249 0.312 1.230
C -2.599 2.402 -0.563
C 5.110 -0.572 0.969
C 3.303 0.944 0.707
C -3.873 1.840 -0.532
C 4.821 0.886 0.614
C -1.984 0.880 1.219
C 3.901 -1.330 0.414
H -3.139 4.136 -1.678
H -1.383 -5.508 -0.447
H 5.129 1.104 -0.409
H 2.974 0.970 1.754
H -1.215 0.536 1.894
H -3.260 -4.028 -1.011
H -1.432 4.077 -1.211
H -3.110 -0.674 3.122
H -4.623 2.213 -1.214
H 0.888 -4.584 -0.093
H -5.184 0.390 0.319
H 5.164 -0.687 2.051
H -2.888 -1.583 -1.276
H -4.639 -0.945 2.268
H 5.305 1.591 1.286
H -0.120 1.734 -1.887
H -2.043 3.051 -2.518
H 4.133 -1.877 -0.504
H -3.163 -1.752 1.731
H 6.045 -0.927 0.540
H 2.884 1.813 0.210
H 3.494 -2.049 1.131
*
```



ORCA calculation (ωB97M-V/def2-TZVPD) on a structure of composition C22H22N5Se2V at a distorted geometry.

* E_tot: -6871.97988 Ha
* relative energy (zero: lowest compared OMol25 entry of this formula, charge and spin): 1.233 eV
* Kohn-Sham gap (alpha / beta): 6.9 / 5.3 eV

The geometry in ORCA input format:
```
! wB97M-V def2-TZVPD RIJCOSX def2/J DEFGRID3
* xyz 1 2
Se -0.066 -2.571 -0.657
Se -2.452 0.129 -0.841
V 0.107 -0.149 0.148
N -0.653 -0.258 1.904
N 1.930 -0.183 -0.439
N -1.462 1.998 1.968
N 1.716 1.972 -1.432
N 0.121 1.681 0.261
C 0.715 6.219 -0.186
C -2.525 0.375 3.287
C -2.536 -0.860 3.882
C -1.534 0.707 2.333
C -1.523 -1.768 3.551
C -0.294 3.858 0.823
C -0.623 -1.420 2.572
C 0.664 3.850 -0.215
C 3.488 -1.695 -1.448
C 0.156 -4.187 0.418
C 2.688 -1.291 -0.409
C -0.610 2.459 1.094
C 0.910 2.450 -0.535
C -2.556 -1.636 -1.733
C 3.518 -0.917 -2.612
C 2.090 0.678 -1.489
C -0.737 5.050 1.365
C 2.838 0.273 -2.624
C 1.177 5.024 -0.729
C -0.219 6.231 0.843
C -2.010 -2.771 -0.894
C -4.075 -0.120 0.226
H 2.627 -1.875 0.509
H 4.067 -2.598 -1.372
H 4.086 -1.242 -3.468
H -2.464 -2.809 0.103
H -0.504 -4.156 1.284
H -3.963 -0.988 0.874
H -1.992 -1.546 -2.668
H -4.916 -0.249 -0.456
H 1.194 -4.246 0.738
H -3.242 1.134 3.553
H -0.560 7.175 1.240
H 0.174 -2.102 2.284
H -1.463 5.054 2.163
H 2.886 0.944 -3.467
H -4.225 0.770 0.831
H 1.897 5.000 -1.533
H -3.609 -1.801 -1.973
H -2.169 -3.729 -1.399
H 1.079 7.153 -0.586
H -0.082 -5.037 -0.221
H -1.461 -2.727 4.034
H -3.286 -1.126 4.609
*
```